20
Properties=species:S:1:pos:R:3:lowdin_charge:R:1 method="wB97M-V/def2-TZVPD" de_lowest_kj_mol=950.46 e_homo_ha=-0.30209 gap_ha=0.3363 energy_ha=-344.96585
C 2.214 1.339 -0.847 -0.17
C 1.211 0.243 -0.991 -0.41
C -1.253 -0.845 -0.914 -0.11
C -1.380 -1.387 0.400 -0.29
C -1.531 -0.101 1.321 -0.24
C -0.188 0.352 1.035 -0.23
H 1.404 2.406 -0.350 0.15
H 2.893 1.450 -1.996 0.14
H 3.043 1.005 0.213 0.14
H 1.024 0.109 -2.007 0.08
H 1.813 -0.516 -0.480 0.09
H -0.822 -1.427 -1.760 0.12
H -2.147 -0.335 -1.217 0.11
H -0.256 -1.822 0.832 0.21
H -2.319 -1.790 2.292 0.13
H -1.934 0.781 0.968 0.10
H 0.041 1.583 1.083 0.15
H 0.704 -0.010 1.550 0.09
N -0.198 0.264 -0.520 -0.13
N -2.318 -1.298 1.388 0.07